No. 1
This record from OMol25 describes a single C15H17N5O5S molecule in a non-equilibrium geometry. The level of theory is ωB97M-V/def2-TZVPD.

## Properties
Max |F|   1.28 eV Å⁻¹
E_HOMO   -8.10 eV
Gap between HOMO and LUMO   8.543 eV
Lowest unoccupied orbital energy   0.4 eV

CARTESIAN COORDINATES (ANGSTROEM)
C  -5.070  -0.570  -0.967
C  -3.841  -0.670  -0.077
O  -2.810  -1.278  -0.835
C  -1.574  -1.398  -0.276
C  -0.560  -1.861  -1.119
C  0.741  -1.934  -0.681
C  1.068  -1.540  0.618
O  2.418  -1.534  0.915
C  2.858  -0.867  2.069
C  2.781  0.688  1.939
N  2.073  1.059  0.748
C  2.392  0.707  -0.528
S  3.920  -0.069  -0.989
O  3.686  -1.266  -1.726
O  4.841  -0.048  0.095
O  4.433  1.035  -2.042
N  1.458  0.943  -1.403
C  0.421  1.467  -0.671
C  -0.915  1.797  -0.967
N  -1.431  1.718  -2.204
N  -1.695  2.212  0.035
C  -1.193  2.297  1.256
N  0.018  1.979  1.671
C  0.796  1.543  0.682
C  0.055  -1.153  1.480
C  -1.258  -1.084  1.038
H  -5.885  -0.107  -0.418
H  -5.375  -1.561  -1.292
H  -4.849  0.028  -1.846
H  -4.069  -1.280  0.808
H  -3.522  0.329  0.251
H  -0.818  -2.135  -2.130
H  1.541  -2.245  -1.332
H  2.304  -1.204  2.952
H  3.904  -1.164  2.166
H  2.238  1.130  2.777
H  3.795  1.090  1.890
H  4.079  0.844  -2.913
H  -0.898  1.242  -2.910
H  -2.427  1.813  -2.308
H  -1.874  2.655  2.017
H  0.260  -0.860  2.498
H  -2.014  -0.751  1.731

Cartesian forces (eV/Å) of the 6 atoms listed first:
C 0.4 -0.1 0.2
C -0.3 0.2 0.1
O 0.1 -0.1 -0.2
C 0.2 0.0 0.1
C -0.2 0.0 0.1
C 0.1 0.0 0.3

=====

No. 2
This record from OMol25 describes a molecular structure, C15H17N5Ti in a non-equilibrium geometry. The level of theory is ωB97M-V/def2-TZVPD.

## Properties
Max |F|   3.54 eV Å⁻¹
E_HOMO (alpha / beta)   -5.86 / -8.52 eV
Spin multiplicity   3
Gap between HOMO and LUMO (alpha / beta)   5.687 / 7.912 eV
⟨S²⟩   2.024
Lowest unoccupied orbital energy (alpha / beta)   -0.2 / -0.6 eV

CARTESIAN COORDINATES (ANGSTROEM)
C  -3.272  0.091  0.932
C  -3.821  1.336  0.214
H  -2.956  -0.720  0.255
H  -4.142  -0.316  1.476
H  -2.561  0.304  1.744
H  -3.555  1.438  -0.841
H  -4.919  1.206  0.217
H  -3.598  2.249  0.763
C  0.084  -2.636  0.407
C  0.873  -3.727  0.083
C  2.040  -3.574  -0.671
C  2.368  -2.295  -1.109
H  -0.791  -2.687  1.048
H  0.596  -4.706  0.464
H  2.659  -4.430  -0.941
H  3.285  -2.110  -1.673
N  0.373  -1.384  -0.047
C  1.549  -1.209  -0.760
C  1.841  0.158  -1.123
N  0.995  1.094  -0.575
C  1.144  2.401  -0.932
C  3.162  1.889  -2.122
C  2.293  2.828  -1.582
H  0.321  3.073  -0.687
H  2.451  3.894  -1.670
C  2.894  0.540  -1.976
H  3.423  -0.249  -2.500
H  4.050  2.187  -2.653
Ti  -0.710  0.271  0.158
C  -1.466  0.799  -1.780
H  -1.007  1.128  -2.745
H  -1.717  1.705  -1.210
H  -2.349  0.151  -1.944
N  -0.549  0.566  2.100
C  -0.263  0.523  3.270
N  0.276  0.709  4.381
C  0.387  0.009  5.498
N  0.611  -0.511  6.528

Cartesian forces (eV/Å) of the 6 atoms listed first:
C -0.9 0.0 0.5
C -1.2 -0.3 -0.2
H 0.1 0.1 0.1
H 0.6 -0.3 -0.2
H -0.2 -0.1 -0.6
H 0.1 0.0 0.5

=====

No. 3
This record from OMol25 describes a molecular structure, C15H17N6OS5SbTc. The level of theory is ωB97M-V/def2-TZVPD.

## Properties
Total charge   +3
Max |F|   0.89 eV Å⁻¹
E_HOMO   -16.36 eV
Gap between HOMO and LUMO   4.630 eV
Lowest unoccupied orbital energy   -11.7 eV

CARTESIAN COORDINATES (ANGSTROEM)
Tc  0.174  -0.066  0.584
N  1.425  -3.623  2.460
C  0.680  -2.633  1.990
S  0.407  -2.466  0.271
N  0.156  -1.777  2.863
N  -0.680  -0.925  2.195
C  -1.828  -0.589  2.651
C  -2.533  0.340  1.792
C  -3.811  0.816  2.025
C  -4.378  1.681  1.106
C  -3.633  2.059  -0.005
C  -2.365  1.544  -0.176
N  -1.813  0.680  0.695
H  1.798  -4.323  1.841
H  1.475  -3.785  3.456
H  -2.210  -1.002  3.577
H  -4.343  0.501  2.913
H  -5.383  2.056  1.250
H  -4.034  2.740  -0.743
H  -1.769  1.816  -1.037
C  4.225  -1.270  -0.322
C  3.025  -0.438  -0.599
O  2.198  -0.164  0.320
N  2.815  0.033  -1.816
C  1.697  0.912  -2.151
C  0.420  0.182  -2.479
C  0.080  -0.049  -3.797
C  -1.069  -0.764  -4.102
C  -1.849  -1.235  -3.061
C  -1.461  -0.967  -1.765
N  -0.355  -0.259  -1.466
H  4.411  -1.309  0.747
H  5.105  -0.895  -0.843
H  4.022  -2.285  -0.674
H  3.476  -0.208  -2.542
H  1.995  1.515  -3.004
H  1.543  1.592  -1.309
H  0.717  0.332  -4.584
H  -1.344  -0.951  -5.132
H  -2.747  -1.811  -3.238
H  -2.039  -1.327  -0.926
S  1.887  3.712  0.887
Sb  2.338  5.048  2.777
S  0.507  2.322  1.688
S  1.560  1.728  3.316
S  1.510  3.508  4.369

Cartesian forces (eV/Å) of the 6 atoms listed first:
Tc 0.7 -0.5 0.2
N 0.0 0.0 -0.1
C 0.2 -0.1 0.1
S -0.1 0.3 0.2
N 0.0 0.1 -0.3
N 0.0 0.1 -0.2

=====

Relative energy (zero: lowest compared OMol25 entry of this formula, charge and spin) / kJ/mol: 0.0; 0.0; 37.7